Record 1
{
  "formula": "C11H19IN3O",
  "method": "ωB97M-V/def2-TZVPD",
  "charge": 1,
  "species": ["C", "C", "C", "N", "C", "C", "C", "C", "C", "C", "N", "N", "I", "C", "C", "O", "H", "H", "H", "H", "H", "H", "H", "H", "H", "H", "H", "H", "H", "H", "H", "H", "H", "H", "H"],
  "positions_angstrom": [[3.72624, -1.41046, 1.83611], [2.84424, -1.80758, 1.10432], [1.59571, -2.32750, 0.43570], [0.87855, -1.32810, -0.42670], [-0.54749, -1.32964, 0.04477], [-1.47087, -0.41922, -0.82411], [-2.96042, -0.46868, -0.29316], [-3.75809, 0.84879, -0.56264], [-4.88779, 1.06354, 0.53792], [1.41161, -0.01128, -0.30928], [1.08832, 0.76122, 0.78236], [2.16119, 0.44254, -1.32943], [3.33243, -0.98832, -2.23111], [2.83985, 1.74095, -1.10432], [3.93972, 1.74951, 0.00339], [4.81317, 0.93356, 0.14140], [4.68465, -1.13827, 2.28969], [1.86086, -3.19324, -0.22115], [0.88586, -2.74286, 1.18889], [-0.63307, -1.13470, 1.14084], [-0.92056, -2.37398, -0.10130], [-1.47269, -0.86736, -1.84683], [-1.11237, 0.63282, -0.90723], [-2.88450, -0.59325, 0.81761], [-3.48059, -1.35604, -0.71768], [-4.30539, 0.76301, -1.52848], [-3.09940, 1.74601, -0.52632], [-5.90786, 0.93442, 0.11109], [-4.73520, 0.36841, 1.39706], [-4.84484, 2.09822, 0.95445], [1.57987, 0.66481, 1.66522], [0.32920, 1.43044, 0.67640], [3.20400, 2.15049, -2.07727], [2.05416, 2.46160, -0.77281], [3.93664, 2.63434, 0.70568]],
  "atomic_forces_ev_per_a": [[0.33, -0.27, -0.82], [-0.78, -0.04, 0.64], [1.21, -0.98, -0.23], [-0.19, 0.86, 1.24], [-1.03, -0.17, -0.58], [-0.50, -0.90, -0.21], [0.91, 0.67, 0.40], [-1.09, -0.40, 0.72], [0.28, 0.23, -0.07], [0.15, -1.07, -1.10], [-0.42, 1.05, -0.64], [0.35, -0.39, 2.81], [-0.18, -0.08, -0.74], [-0.73, 1.25, -0.10], [0.80, 0.27, 0.27], [-0.93, 0.14, -0.41], [-1.00, -0.14, -0.25], [-0.03, 0.67, 0.52], [0.63, 0.56, -0.35], [0.18, 0.16, -0.75], [0.46, 0.72, 0.07], [0.24, 0.61, 0.57], [-0.21, -0.61, 0.15], [-0.23, -0.04, -0.79], [0.32, 0.60, 0.38], [0.83, 0.36, 0.41], [-0.30, -0.74, -0.36], [0.75, -0.08, 0.41], [-0.29, 0.45, -0.66], [-0.03, -0.75, -0.36], [-0.24, -0.28, -0.30], [0.46, -0.12, 0.36], [0.03, -0.58, 0.75], [0.61, -0.57, -0.27], [-0.37, -0.40, -0.70]]
}

Record 2
{
  "formula": "C11H19N2",
  "method": "ωB97M-V/def2-TZVPD",
  "de_lowest_kj_mol": 437.5,
  "charge": 1,
  "species": ["C", "C", "C", "C", "C", "C", "C", "C", "C", "C", "C", "N", "N", "H", "H", "H", "H", "H", "H", "H", "H", "H", "H", "H", "H", "H", "H", "H", "H", "H", "H", "H"],
  "positions_angstrom": [[-1.53607, -0.85009, -0.77097], [-0.36051, -0.22341, -0.76165], [-2.18409, -1.25923, 0.53244], [-2.49871, 0.23830, -1.30921], [-2.35734, 0.18458, 1.08175], [0.39956, 1.57142, 0.62245], [-0.54031, 1.29869, -0.54436], [-2.07654, 1.13065, -0.13960], [1.49681, 0.54110, 0.53010], [1.02442, -0.74900, -0.22011], [1.15417, -2.05567, 0.49401], [2.58238, 1.03681, -0.36788], [1.83636, -0.84940, -1.43266], [-3.15045, -1.68523, 0.25875], [-1.53749, -1.98175, 1.20220], [-2.11709, 0.65482, -2.26542], [-3.55597, 0.02181, -1.36210], [-3.45272, 0.37208, 1.35922], [-1.67969, 0.13523, 1.87553], [1.00330, 2.51239, 0.58061], [-0.09422, 1.65702, 1.59195], [-0.52771, 2.02561, -1.33856], [-2.67400, 2.02623, -0.10439], [1.81940, 0.23687, 1.59486], [1.14440, -1.89590, 1.58718], [2.04624, -2.56853, 0.31690], [0.29759, -2.63314, 0.05838], [3.58331, 0.74976, -0.12147], [2.58452, 1.97552, -0.83471], [1.35299, -1.12396, -2.26774], [2.73380, -1.38556, -1.35151], [2.29016, 0.31310, -1.23933]],
  "atomic_forces_ev_per_a": [[-0.76, 0.84, -0.43], [2.49, -1.21, 0.44], [0.46, -2.65, -0.04], [1.26, 0.20, -0.13], [-2.14, -0.24, -1.39], [1.10, 1.52, -0.37], [-1.90, -0.74, 0.97], [-0.05, 0.50, -0.23], [1.34, -0.96, 1.98], [-1.24, 0.97, -0.86], [-2.83, 0.41, 0.98], [2.71, 1.53, 0.54], [1.41, -1.10, -1.20], [0.14, -0.46, 0.60], [-1.54, 1.54, -1.24], [-0.56, -0.34, 0.46], [-0.18, -0.30, 0.04], [1.74, -0.32, 0.15], [0.76, 1.21, 1.61], [-1.07, -0.18, -0.24], [-0.05, -0.59, -0.14], [0.47, 0.16, -0.49], [0.10, 0.72, 0.35], [0.25, 0.71, -1.80], [-0.71, -0.41, -0.38], [1.49, -0.66, -0.62], [0.79, -0.20, 1.06], [-1.91, 0.84, -0.15], [-0.24, -0.73, 1.48], [-0.40, -0.18, -0.23], [-1.35, 0.19, 0.02], [0.44, -0.10, -0.76]]
}

Record 3
{
  "formula": "C11H19N3O3",
  "method": "ωB97M-V/def2-TZVPD",
  "smiles": "CNC(=O)[C@H]1CCCN1C(=O)[C@@H](C)NC(C)=O",
  "de_lowest_kj_mol": 6.7,
  "species": ["C", "N", "C", "O", "C", "C", "C", "C", "N", "C", "O", "C", "C", "N", "C", "C", "O", "H", "H", "H", "H", "H", "H", "H", "H", "H", "H", "H", "H", "H", "H", "H", "H", "H", "H", "H"],
  "positions_angstrom": [[1.45635, -1.30419, 3.90265], [0.99863, -1.60732, 2.54898], [0.00879, -0.91943, 1.94275], [-0.58590, 0.00829, 2.46100], [-0.32667, -1.39972, 0.49571], [-1.07101, -2.76086, 0.50022], [-1.89474, -2.76041, -0.78937], [-2.26211, -1.26829, -0.96070], [-1.15455, -0.52177, -0.33817], [-0.88179, 0.74204, -0.77175], [-1.64711, 1.27182, -1.57114], [0.36491, 1.53610, -0.27420], [1.73661, 0.93864, -0.71099], [0.36193, 2.98083, -0.53836], [0.33395, 3.65825, -1.65251], [0.62876, 3.02245, -2.99210], [0.00081, 4.86150, -1.60662], [0.66096, -1.31645, 4.62366], [1.95046, -0.31549, 3.89390], [2.18462, -2.08829, 4.21232], [1.36706, -2.42819, 2.07922], [0.61155, -1.58698, -0.01844], [-1.78582, -2.77375, 1.31320], [-0.38385, -3.60199, 0.57364], [-2.80145, -3.37424, -0.78599], [-1.27223, -3.06395, -1.64050], [-2.28591, -1.04531, -2.03709], [-3.25145, -1.03929, -0.45194], [0.39974, 1.51885, 0.82488], [1.70875, 0.65684, -1.78296], [1.99620, 0.03766, -0.18584], [2.52691, 1.66815, -0.57551], [0.24566, 3.57260, 0.25386], [0.09411, 2.07502, -3.09156], [1.71587, 2.92300, -3.08999], [0.25197, 3.70387, -3.76027]],
  "atomic_forces_ev_per_a": [[1.11, -0.21, -0.43], [0.18, -0.65, -0.06], [-0.81, 0.44, -0.73], [0.25, -0.17, 0.03], [0.29, -0.41, 0.04], [-0.54, 0.34, -0.16], [0.35, 0.79, -0.27], [-0.64, -0.23, 0.01], [0.37, -0.56, 0.66], [-0.50, 0.99, -0.58], [0.51, -0.14, 0.37], [1.40, 0.06, 0.84], [-0.85, -0.24, -1.32], [-0.08, -2.54, 1.75], [-1.53, 3.12, -2.54], [-0.13, 0.09, 0.16], [0.90, -1.22, -0.11], [-0.53, 0.15, 0.18], [-0.24, -0.48, 0.24], [-0.42, 0.66, -0.34], [-0.09, 0.40, 0.21], [0.40, 0.11, -0.05], [0.05, -0.12, 0.51], [-0.05, 0.01, 0.14], [0.33, -0.02, 0.21], [-0.12, -0.03, 0.14], [-0.40, 0.32, 0.52], [1.14, -0.04, -0.75], [-0.40, -0.31, -0.29], [0.09, 0.25, 0.44], [0.05, -0.36, 0.45], [-0.01, 0.11, 0.12], [-0.41, 0.24, 0.51], [0.35, -0.03, 0.00], [-0.21, -0.24, -0.15], [0.19, -0.10, 0.22]]
}

Record 4
{
  "formula": "C11H19N4",
  "method": "ωB97M-V/def2-TZVPD",
  "smiles": "CC(C)C/N=C1\\N=CC=C[C@]12N[N+]2(C)C",
  "de_lowest_kj_mol": 577.2,
  "charge": 1,
  "species": ["C", "C", "C", "C", "N", "C", "N", "C", "C", "C", "C", "N", "N", "C", "C", "H", "H", "H", "H", "H", "H", "H", "H", "H", "H", "H", "H", "H", "H", "H", "H", "H", "H", "H"],
  "positions_angstrom": [[0.26434, 1.78578, 2.64111], [-1.04264, 1.83439, 1.92401], [-1.84145, 2.99042, 2.30338], [-0.84856, 1.81549, 0.38162], [-0.22981, 0.58747, 0.11404], [-0.57511, -0.01584, -0.93256], [-1.61627, 0.38898, -1.73984], [-1.70087, -0.11109, -2.94088], [-0.63311, -0.90336, -3.50442], [0.36839, -1.47711, -2.81228], [0.13015, -1.33346, -1.28094], [-0.12443, -2.56388, -0.49878], [1.10833, -1.89077, -0.37298], [1.36788, -1.32236, 0.95175], [2.40292, -2.59183, -0.75192], [0.13452, 1.41001, 3.70447], [0.91620, 1.00089, 2.21534], [0.81920, 2.65245, 2.50296], [-1.50754, 0.77676, 2.00492], [-1.14724, 3.77597, 2.62845], [-2.44766, 2.83369, 3.26727], [-2.53433, 3.49908, 1.68357], [-1.88208, 1.93380, -0.12071], [-0.12624, 2.61863, 0.02954], [-2.53553, 0.21186, -3.59925], [-0.45869, -0.84431, -4.53084], [1.30180, -1.81375, -3.29077], [-0.18543, -3.41262, -1.03990], [1.57266, -2.15991, 1.68874], [2.21392, -0.53901, 1.01115], [0.47762, -0.75310, 1.13600], [3.37490, -2.29036, -0.35331], [2.37724, -3.59984, -0.58426], [2.60691, -2.49307, -1.83463]],
  "atomic_forces_ev_per_a": [[0.13, -3.28, 1.20], [-0.28, -2.74, -2.33], [-1.21, 1.56, 4.14], [-1.12, 2.12, 0.56], [0.32, -0.02, -1.76], [0.36, -1.52, 0.07], [-0.95, -0.70, -2.24], [-0.43, 1.22, 1.50], [1.83, -0.63, 0.46], [-1.03, 1.23, 1.57], [0.23, -0.56, -1.79], [-1.71, 1.38, 0.53], [4.13, -1.11, 0.48], [0.62, 0.53, 2.33], [0.62, 1.75, -3.24], [0.20, 1.17, -0.98], [-0.35, 0.21, 0.02], [0.85, 1.92, 0.40], [-0.02, 1.76, 0.64], [-0.04, 0.07, -0.18], [0.85, -0.09, -1.21], [-0.57, -0.20, -1.38], [1.78, 0.00, 0.61], [-0.94, -0.61, 0.36], [0.54, -0.30, 0.66], [-0.31, -0.09, -1.76], [-0.76, -0.12, 0.48], [0.94, -0.33, -0.41], [-0.29, 0.90, -1.08], [-1.17, -1.54, -0.77], [0.03, -0.34, 1.09], [-0.86, 0.99, 0.86], [-0.85, -2.63, 0.77], [-0.55, -0.01, 0.40]]
}

Record 5
{
  "formula": "C11H19N7",
  "method": "ωB97M-V/def2-TZVPD",
  "smiles": "CCNc1nc(NC(C)C)nc(N(C#N)CC)n1",
  "de_lowest_kj_mol": 174.4,
  "species": ["C", "C", "N", "C", "N", "C", "N", "C", "C", "C", "N", "C", "N", "C", "N", "C", "C", "N", "H", "H", "H", "H", "H", "H", "H", "H", "H", "H", "H", "H", "H", "H", "H", "H", "H", "H", "H"],
  "positions_angstrom": [[-3.69769, -1.52970, 1.18687], [-2.66709, -2.00965, 0.15545], [-2.18649, -1.03358, -0.83519], [-0.95670, -0.53423, -0.58735], [-0.32244, -0.58641, 0.51164], [0.88151, -0.16923, 0.43582], [1.68265, -0.12128, 1.56968], [1.24095, -0.24641, 2.90165], [1.53109, -1.64393, 3.50430], [2.04128, 0.70323, 3.85073], [1.38051, 0.42833, -0.54426], [0.58837, 0.65079, -1.61917], [1.08630, 1.30832, -2.72269], [2.40893, 1.65740, -2.61545], [3.48365, 2.08701, -2.65259], [0.37423, 1.37561, -4.03116], [-0.42920, 2.50417, -4.49426], [-0.55606, 0.12173, -1.61284], [-4.19574, -2.30898, 1.68024], [-4.50812, -0.92467, 0.71794], [-3.20422, -0.84599, 1.93349], [-3.15577, -2.73887, -0.47717], [-1.89411, -2.60100, 0.72761], [-2.39727, -1.19232, -1.83752], [2.55907, 0.45808, 1.40270], [0.12441, -0.00911, 3.04383], [1.00490, -2.43729, 2.97404], [1.38345, -1.74719, 4.54066], [2.59136, -1.78967, 3.44783], [2.24395, 1.65935, 3.43148], [1.54189, 0.78091, 4.83944], [3.00282, 0.33726, 4.12060], [1.20908, 1.26847, -4.79922], [-0.25269, 0.56963, -4.13908], [-0.69386, 2.35277, -5.56489], [0.13701, 3.41916, -4.38701], [-1.37996, 2.78731, -4.05614]],
  "atomic_forces_ev_per_a": [[0.75, 2.98, -0.70], [-0.93, -1.38, -0.04], [-0.52, -1.68, 1.94], [-2.47, 0.23, -1.37], [-2.28, -2.86, 3.28], [1.84, 1.16, 4.38], [1.56, 0.79, -1.58], [-0.85, -0.14, 3.26], [-0.19, 0.06, -1.64], [-1.24, -0.35, 0.39], [3.14, 3.22, -5.29], [2.29, -1.24, 2.14], [0.61, 0.61, 0.40], [-0.37, 0.81, -0.78], [-0.73, -0.55, 0.08], [3.08, -0.38, -0.90], [-0.74, 2.71, -0.64], [-1.46, 1.63, -5.09], [-0.33, -1.36, 0.77], [0.61, -0.32, 0.08], [-0.48, -0.75, -0.57], [-0.33, -0.53, 0.06], [-0.20, 1.06, -0.96], [0.30, 0.31, 1.35], [-1.82, -1.20, 0.26], [1.54, -0.27, -0.64], [0.07, -0.05, 0.00], [-0.93, 0.23, 1.42], [0.74, -0.33, -0.61], [-0.34, 1.07, -0.32], [-0.04, 0.23, -0.76], [0.98, -0.82, -0.15], [-0.96, -0.07, 1.00], [-0.94, -2.55, 0.32], [0.54, 0.04, 0.59], [0.31, 0.45, -0.45], [-0.21, -0.76, 0.76]]
}

Record 6
{
  "formula": "C11H20AlF8OS",
  "method": "ωB97M-V/def2-TZVPD",
  "de_lowest_kj_mol": 0.0,
  "charge": -1,
  "species": ["C", "C", "C", "C", "C", "C", "Al", "S", "H", "H", "H", "H", "H", "H", "H", "H", "H", "H", "H", "H", "H", "H", "H", "H", "C", "C", "C", "F", "F", "F", "F", "O", "C", "C", "F", "F", "F", "F", "H", "H", "H", "H"],
  "positions_angstrom": [[4.38089, 1.50188, -1.21872], [4.10619, 2.31971, 0.04289], [3.01438, 3.37692, -0.13190], [1.63610, 2.80453, -0.45772], [0.49685, 3.82318, -0.35015], [-0.86694, 3.17011, -0.06994], [-1.83001, 2.65072, -1.75052], [-2.83224, 0.54607, -1.45101], [4.97630, 0.61173, -1.00532], [4.92479, 2.09992, -1.95562], [3.45000, 1.17384, -1.68349], [3.81618, 1.64985, 0.86060], [5.03388, 2.80874, 0.35966], [3.31714, 4.07832, -0.92139], [2.94232, 3.96681, 0.78841], [1.43662, 1.95858, 0.21362], [1.63670, 2.39109, -1.47034], [0.46056, 4.37036, -1.30268], [0.76204, 4.57348, 0.40885], [-1.50099, 3.85658, 0.50389], [-0.71921, 2.29222, 0.57396], [-3.00706, 3.69564, -2.14107], [-0.78183, 2.45061, -2.97532], [-2.76446, 0.46516, -0.11255], [-0.99456, -3.17695, -0.26354], [-2.38330, -3.63208, -0.72061], [-3.55315, -2.76242, -0.25490], [-3.69751, -2.87407, 1.09138], [-4.69179, -3.20702, -0.83262], [-2.59506, -4.93354, -0.41221], [-2.37107, -3.52830, -2.08284], [-0.47708, -3.88068, 0.85773], [-0.60266, -3.42040, 2.12544], [-1.19327, -4.50304, 3.04487], [-2.43436, -4.83635, 2.64575], [-1.26738, -4.02213, 4.30931], [-1.29583, -2.27559, 2.21234], [0.64805, -3.16754, 2.61469], [-0.32658, -3.43010, -1.08398], [-0.97891, -2.09552, -0.12794], [-3.34458, -1.72492, -0.52456], [-0.55196, -5.38624, 3.03140]],
  "atomic_forces_ev_per_a": [[-0.04, 0.06, -0.03], [0.00, -0.03, 0.01], [0.05, 0.07, -0.13], [0.03, -0.09, -0.04], [0.08, 0.08, -0.07], [-0.02, -0.09, 0.03], [0.01, 0.02, -0.05], [0.03, -0.25, 0.05], [0.03, 0.05, 0.01], [-0.06, -0.02, 0.00], [0.05, -0.04, 0.03], [-0.02, 0.01, -0.06], [-0.02, -0.04, 0.03], [-0.03, 0.00, 0.05], [0.02, -0.03, -0.01], [0.01, 0.09, 0.05], [-0.07, -0.07, 0.06], [0.02, 0.09, 0.10], [-0.03, -0.12, 0.06], [-0.01, 0.00, -0.06], [0.01, 0.08, 0.03], [0.03, 0.00, 0.00], [-0.01, 0.00, 0.00], [0.02, 0.21, 0.02], [0.21, 0.15, -0.10], [-0.07, 0.01, -0.11], [0.28, -0.09, 0.04], [-0.04, -0.05, -0.03], [-0.02, 0.05, 0.02], [0.02, 0.01, 0.04], [-0.04, -0.05, 0.03], [-0.32, -0.29, 0.07], [0.20, 0.15, 0.10], [0.07, 0.03, -0.06], [-0.01, 0.01, -0.01], [0.00, -0.01, -0.02], [0.01, -0.06, 0.00], [-0.06, 0.06, -0.02], [0.03, 0.04, 0.03], [-0.03, 0.00, 0.02], [-0.30, 0.05, -0.09], [-0.02, -0.02, 0.00]]
}

Number 1: electronic energy -26322.3338 eV, HOMO-LUMO gap 8.02 eV, largest force on an atom 2.858 eV Å⁻¹. Number 2: electronic energy -14685.0128 eV, HOMO-LUMO gap 8.74 eV, largest force on an atom 3.157 eV Å⁻¹. Number 3: electronic energy -22328.8721 eV, HOMO-LUMO gap 9.23 eV, largest force on an atom 4.302 eV Å⁻¹. Number 4: electronic energy -17663.6847 eV, HOMO-LUMO gap 8.37 eV, largest force on an atom 4.590 eV Å⁻¹. Number 5: electronic energy -22144.8541 eV, HOMO-LUMO gap 9.55 eV, largest force on an atom 6.946 eV Å⁻¹. Number 6: electronic energy -52953.8481 eV, HOMO-LUMO gap 7.57 eV, largest force on an atom 0.438 eV Å⁻¹.